The following is a quantum chemistry calculation of a molecular structure, C43H62BrN2O4Si3TeV at a distorted geometry, from the OMol25 dataset.

Each line ends with the Löwdin spin population.
Geometry (Å):
V: -0.6709 0.0425 1.5530  1.12
C: 3.9149 -0.5963 1.5300  0.00
C: 3.2773 0.3552 0.5182  0.00
C: 4.1952 0.6184 -0.6689  0.00
O: 2.9050 1.5735 1.1494  0.00
C: 2.0062 -0.3325 0.0291  0.00
O: 1.9929 -1.2055 -0.7885  0.00
O: 0.8501 0.0849 0.6303  -0.03
H: 4.8664 -0.1821 1.8686  0.00
H: 4.1090 -1.5700 1.0800  0.00
H: 3.2660 -0.7297 2.3952  0.00
H: 5.1765 0.9317 -0.3079  0.00
H: 3.7812 1.4105 -1.2928  0.00
H: 4.3212 -0.2747 -1.2776  0.00
H: 3.7119 2.0150 1.4380  0.00
C: 1.4885 1.8355 3.9270  -0.01
Si: 0.3858 0.3282 3.8051  -0.05
C: 1.5197 -1.1085 4.2281  -0.01
C: -0.9939 0.2973 5.0739  -0.01
C: -1.3516 2.0840 1.1329  0.00
Si: -2.5607 2.1394 -0.3554  0.00
C: -2.7713 3.9586 -0.8495  0.00
C: -1.9230 1.3821 -1.9454  0.00
C: -4.1420 1.3344 0.2201  0.00
Si: -1.9477 3.3418 2.4703  0.00
C: -1.7052 3.3831 4.3047  0.00
C: -3.6328 4.0967 2.2494  0.00
C: -0.4922 4.2003 1.5936  0.00
C: 0.2867 5.3236 1.4208  0.00
C: 1.2191 5.3419 0.3872  0.00
C: 1.3596 4.2417 -0.4408  0.00
C: 0.5893 3.1149 -0.2160  0.00
N: -0.2850 3.1240 0.7842  0.00
H: 1.7147 2.0091 4.9833  0.00
H: 1.0921 2.7581 3.5059  0.00
H: 2.4226 1.6177 3.4045  0.00
H: 2.4571 -0.7217 4.6362  0.00
H: 1.7662 -1.7668 3.3946  0.00
H: 1.0519 -1.7240 4.9938  0.00
H: -0.6661 0.7554 6.0112  0.00
H: -1.2253 -0.7509 5.2804  0.00
H: -1.9197 0.7683 4.7614  0.00
H: -2.1563 4.1690 -1.7257  0.00
H: -2.5151 4.6982 -0.0918  0.00
H: -3.8073 4.1506 -1.1408  0.00
H: -0.8819 1.0608 -1.9217  0.00
H: -2.0344 2.1213 -2.7410  0.00
H: -2.4942 0.4974 -2.2151  0.00
H: -4.1724 1.2033 1.3036  0.00
H: -4.2409 0.3423 -0.2240  0.00
H: -5.0151 1.9208 -0.0718  0.00
H: -2.5572 2.9667 4.8401  0.00
H: -1.6837 4.4578 4.5176  0.00
H: -0.7990 2.9415 4.6950  0.00
H: -4.3112 3.6204 2.9618  0.00
H: -4.0725 4.0140 1.2630  0.00
H: -3.5856 5.1551 2.5182  0.00
H: 0.1453 6.1805 2.0641  0.00
H: 1.8285 6.2200 0.2201  0.00
H: 2.0653 4.2393 -1.2584  0.00
H: 0.6430 2.2167 -0.8111  0.00
Br: -1.6743 -1.7179 -0.7875  0.01
C: 3.8198 -7.2322 4.5775  0.00
C: 2.9166 -6.3191 3.7992  0.00
C: 1.8556 -5.6701 4.4014  0.00
C: 0.9833 -4.8272 3.7084  0.00
C: -0.1478 -4.2774 4.5388  0.00
C: 1.2080 -4.6244 2.3425  0.00
Te: 0.1373 -3.4447 0.8994  0.00
N: -0.7317 -2.1184 2.1497  0.00
C: -2.0015 -1.8495 2.3192  0.00
O: -2.2240 -0.5664 2.4672  -0.02
C: -3.1529 -2.7656 2.5034  0.00
C: -3.8227 -3.3861 1.4574  0.00
C: -4.8786 -4.2410 1.7458  0.00
C: -5.2606 -4.4758 3.0573  0.00
C: -4.5935 -3.8442 4.1000  0.00
C: -3.5445 -2.9840 3.8243  0.00
C: -0.9921 -5.0440 0.1314  0.00
C: -1.6956 -5.9644 0.9155  0.00
C: -1.7040 -5.9785 2.4112  0.00
C: -2.3941 -6.9694 0.2564  0.00
C: -2.3945 -7.0876 -1.1264  0.00
C: -3.1837 -8.1663 -1.8118  0.00
C: -1.6516 -6.1784 -1.8634  0.00
C: -0.9430 -5.1413 -1.2680  0.00
C: -0.1589 -4.2468 -2.1970  0.00
C: 2.2913 -5.2662 1.7055  0.00
C: 2.5969 -5.1240 0.2315  0.00
C: 3.1167 -6.1007 2.4419  0.00
H: 3.5558 -7.2438 5.6336  0.00
H: 4.8616 -6.9208 4.4919  0.00
H: 3.7550 -8.2546 4.2021  0.00
H: 1.6776 -5.8227 5.4607  0.00
H: -0.8491 -5.0763 4.7875  0.00
H: -0.6979 -3.4795 4.0548  0.00
H: 0.2475 -3.8949 5.4791  0.00
H: -3.5223 -3.1953 0.4371  0.00
H: -5.4034 -4.7247 0.9326  0.00
H: -6.0833 -5.1453 3.2704  0.00
H: -4.8941 -4.0136 5.1250  0.00
H: -3.0323 -2.4770 4.6335  0.00
H: -1.6699 -4.9824 2.8414  0.00
H: -0.8459 -6.5358 2.7927  0.00
H: -2.6140 -6.4551 2.7731  0.00
H: -2.9496 -7.6854 0.8515  0.00
H: -3.5453 -8.9071 -1.1010  0.00
H: -2.5801 -8.6771 -2.5621  0.00
H: -4.0491 -7.7426 -2.3243  0.00
H: -1.6198 -6.2677 -2.9439  0.00
H: -0.8262 -3.8115 -2.9399  0.00
H: 0.5877 -4.8472 -2.7212  0.00
H: 0.3561 -3.4096 -1.7292  0.00
H: 2.6121 -4.0880 -0.1175  0.00
H: 1.8778 -5.6711 -0.3835  0.00
H: 3.5816 -5.5367 0.0199  0.00
H: 3.9449 -6.5881 1.9399  0.00

Force components x, y, z for each atom (eV/Å):
V 0.288 0.385 -0.751
C 0.078 -0.037 0.029
C 0.056 -0.104 -0.081
C 0.042 -0.014 0.010
O -0.015 0.030 -0.143
C -1.196 0.298 0.312
O 0.267 -0.044 -0.013
O 1.039 -0.239 -0.176
H 0.011 0.010 0.015
H 0.020 -0.002 -0.034
H 0.054 0.043 -0.084
H -0.002 0.041 -0.009
H -0.014 -0.008 -0.027
H -0.011 -0.020 0.043
H 0.033 -0.005 -0.033
C 0.087 0.173 -0.039
Si -0.056 -0.047 -0.102
C 0.142 -0.123 -0.036
C -0.024 -0.111 0.154
C 0.426 -0.067 0.056
Si -0.036 0.031 -0.090
C 0.018 0.101 0.033
C 0.047 -0.010 -0.124
C -0.134 -0.070 0.037
Si -0.075 0.015 -0.202
C -0.003 -0.060 0.123
C -0.170 0.014 0.107
C 0.143 -0.023 -0.147
C -0.094 -0.045 0.027
C 0.058 0.055 0.003
C 0.017 -0.089 0.003
C 0.132 -0.028 -0.001
N -0.429 -0.262 0.324
H 0.002 0.031 0.029
H -0.034 0.042 -0.023
H -0.147 0.010 0.118
H 0.004 -0.032 0.029
H -0.055 -0.007 0.015
H -0.021 -0.085 0.055
H -0.009 -0.024 0.024
H -0.003 -0.012 0.027
H -0.027 0.058 -0.046
H 0.027 0.003 -0.009
H -0.014 0.022 -0.003
H -0.012 -0.018 -0.016
H 0.032 -0.026 0.021
H 0.030 -0.025 -0.042
H -0.034 -0.016 -0.016
H -0.007 0.019 0.020
H 0.036 -0.020 0.007
H -0.021 -0.003 -0.010
H -0.034 -0.013 -0.003
H 0.000 -0.006 0.078
H 0.139 -0.011 0.029
H -0.006 0.003 0.012
H -0.020 0.005 -0.017
H -0.015 0.018 0.000
H 0.018 0.026 -0.014
H -0.011 0.011 0.005
H 0.010 0.020 0.000
H 0.037 -0.005 0.014
Br -0.141 0.363 0.133
C 0.027 -0.014 0.010
C -0.019 0.006 0.008
C -0.026 0.053 0.010
C 0.115 -0.093 0.070
C 0.053 0.146 0.016
C -0.054 -0.006 -0.063
Te 0.165 0.032 0.563
N -0.168 0.067 -0.278
C -0.020 0.365 0.217
O -0.406 -0.401 0.184
C 0.066 -0.128 0.037
C 0.014 -0.055 0.042
C 0.019 -0.005 -0.041
C 0.022 0.003 0.028
C 0.001 -0.004 -0.033
C -0.044 0.019 0.005
C -0.156 0.121 0.032
C -0.022 -0.169 -0.194
C -0.100 0.071 0.022
C 0.014 0.026 0.041
C -0.024 -0.023 0.002
C 0.005 -0.029 -0.005
C 0.028 0.009 -0.021
C -0.069 -0.058 -0.036
C 0.138 -0.023 -0.033
C 0.085 0.002 0.026
C 0.024 0.030 -0.042
C 0.040 0.023 -0.007
H -0.005 0.002 0.001
H -0.003 0.010 -0.014
H -0.005 0.003 -0.010
H 0.003 -0.002 0.008
H 0.027 0.035 0.033
H 0.016 0.028 -0.031
H 0.017 0.029 0.042
H 0.000 -0.011 -0.017
H -0.011 -0.007 -0.003
H -0.012 -0.004 0.000
H -0.010 -0.010 0.008
H 0.018 0.007 -0.006
H -0.070 0.020 -0.131
H -0.022 -0.015 -0.012
H -0.008 -0.020 0.013
H -0.016 -0.002 -0.004
H 0.003 -0.002 0.008
H 0.006 0.005 -0.004
H 0.000 0.017 -0.002
H -0.004 0.001 -0.010
H 0.004 -0.017 0.002
H -0.008 -0.019 -0.027
H -0.014 -0.073 -0.010
H 0.021 0.009 0.032
H -0.048 -0.004 -0.015
H -0.017 -0.038 -0.015
H 0.006 -0.015 0.002

Its expectation value of S² is 0.79. The net charge is +1. As for the multiplicity: 2. For the electronic energy, the calculation gives -6740.594267 hartree.